(1)
The following is a quantum chemistry calculation of a 2-piece molecular cluster, C8H12N3S overall in a non-equilibrium geometry, from the OMol25 dataset.

The geometry in XYZ format:
```
24
Properties=species:S:1:pos:R:3:nbo_charge:R:1
C -2.36147 1.26255 -3.36836 -0.177
C -1.39504 0.39583 -3.88394 -0.199
C -2.32457 1.62237 -1.99541 -0.202
C -0.40795 -0.05130 -3.05841 0.004
C -1.36847 0.97268 -1.19188 0.006
C 0.78285 -0.63975 1.21825 0.381
C 3.27967 -0.74630 1.33262 -0.435
C -0.51296 -1.09838 3.41156 -0.746
N 1.89491 -1.02004 1.41009 -0.359
N -0.41260 0.17236 -1.70282 -0.057
N 0.56273 -0.28992 -0.90869 -0.682
S -0.78632 -0.60089 1.67983 0.435
H -3.06517 1.93363 -4.03836 0.253
H -1.35245 0.26130 -4.91046 0.244
H -2.95950 2.39078 -1.50599 0.256
H 0.28514 -0.63242 -3.47841 0.215
H -1.33278 0.95098 -0.13669 0.215
H 3.84693 -1.64186 1.24583 0.240
H 3.49841 -0.13251 2.23946 0.239
H 3.57760 -0.18049 0.46124 0.232
H -0.46796 -0.28948 4.23721 0.258
H 0.41129 -1.59950 3.48929 0.246
H -1.49268 -1.64442 3.62763 0.261
H 1.32644 -0.84436 -1.32867 0.370
```

Orbital gap (alpha / beta) ... 8.36 / 8.37 eV
Charge ... +1
Energy relative to the best compared isomer or geometry (same formula, charge and spin) ... 403.43 kJ/mol
E_tot ... -23785.391 eV
LUMO level (alpha / beta) ... -3.199 / -3.199 eV
Highest occupied orbital energy (alpha / beta) ... -0.425 / -0.425 hartree



(2)
The following is a quantum chemistry calculation of C16H15N6RhS5SbSe as an isolated structure, from the OMol25 dataset.

The geometry in XYZ format:
```
45
Properties=species:S:1:pos:R:3:nbo_charge:R:1
Rh 0.51032 -0.26028 0.64044 0.677
S -3.11577 -0.33426 3.94690 -0.833
Sb -0.90584 0.08072 3.75071 1.341
S 0.03043 -1.71243 2.32019 -0.119
S -0.42908 1.53630 1.89766 -0.604
S 0.41775 0.40003 5.52622 -0.751
Se 4.50893 1.07265 -2.45821 0.774
N 3.41574 2.14060 -3.41458 -0.673
C 2.23055 2.07835 -2.82474 0.069
C 1.08472 2.77834 -3.24121 -0.240
C -0.08715 2.61074 -2.50425 -0.289
C -0.11423 1.76746 -1.41736 0.009
N 0.95004 1.04944 -0.97156 -0.581
C 2.13904 1.20290 -1.63796 0.315
N 3.23392 0.58427 -1.28313 -0.717
H 1.13672 3.42667 -4.10494 0.211
H -0.99388 3.13809 -2.76989 0.207
H -1.02872 1.65227 -0.85431 0.192
N 7.46021 -2.64302 1.39905 -0.355
C 6.37133 -2.28705 1.29723 0.288
C 5.00390 -1.84324 1.17080 -0.158
C 4.53853 -0.78542 1.94845 -0.154
C 3.22619 -0.36144 1.82467 -0.278
C 2.38664 -0.98383 0.90968 -0.058
C 2.83594 -2.06114 0.15884 -0.275
C 4.14811 -2.48599 0.27966 -0.160
H 5.20565 -0.30187 2.65011 0.220
H 2.86920 0.46085 2.43278 0.237
H 2.17989 -2.55560 -0.54764 0.219
H 4.51644 -3.31245 -0.31426 0.217
S -1.26743 -1.43055 -0.79090 -0.181
C -2.82673 -0.82870 -0.42645 0.354
N -3.87049 -1.36556 -1.08706 -0.594
C -5.25834 -0.97148 -0.88571 -0.211
C -5.29914 0.47627 -0.42716 -0.421
C -4.38787 0.62829 0.77587 -0.222
N -3.05625 0.14581 0.43253 -0.608
H -3.65118 -2.14548 -1.68210 0.416
H -5.73215 -1.61431 -0.13789 0.193
H -5.78763 -1.10389 -1.82907 0.206
H -6.31912 0.75634 -0.16582 0.222
H -4.96037 1.12676 -1.23663 0.211
H -4.76232 0.06463 1.63269 0.226
H -4.28749 1.66454 1.09239 0.225
H -2.25904 0.54569 0.92597 0.454
```

Orbital gap (alpha / beta) ... 5.31 / 5.54 eV
Spin multiplicity ... 5
Charge ... -1
<S²> ... 6.047
Energy relative to the best compared isomer or geometry (same formula, charge and spin) ... 29.43 kJ/mol
E_tot ... -154846.355 eV
LUMO level (alpha / beta) ... 1.902 / -0.192 eV
Highest occupied orbital energy (alpha / beta) ... -0.125 / -0.211 hartree



(3)
The following is a quantum chemistry calculation of a 2-piece molecular cluster, C3H11N2O overall in a non-equilibrium geometry, from the OMol25 dataset.

The geometry in XYZ format:
```
17
Properties=species:S:1:pos:R:3:nbo_charge:R:1
C -1.76983 1.21141 1.41775 -0.703
C -0.39232 0.92710 0.85032 0.725
O -0.23274 0.71421 -0.35841 -0.690
N 0.60152 1.06218 1.76839 -0.800
H -2.20936 0.42741 1.95790 0.251
H -2.39685 1.44017 0.47778 0.258
H 1.66677 0.63518 1.69952 0.419
H 0.41712 1.32691 2.69434 0.409
H -1.52079 2.04966 2.05762 0.234
C 0.33832 -2.32626 -1.79118 -0.437
N 1.15909 -1.10233 -1.62483 -0.734
H 2.07335 -1.27281 -1.16306 0.426
H 1.47705 -0.46708 -2.37688 0.442
H 0.55435 -0.36273 -1.06942 0.477
H -0.51325 -2.16910 -2.43721 0.249
H -0.07337 -2.66595 -0.85008 0.234
H 1.00563 -3.24774 -1.98947 0.241
```

Orbital gap ... 11.26 eV
Charge ... +1
Energy relative to the best compared isomer or geometry (same formula, charge and spin) ... 123.20 kJ/mol
E_tot ... -8310.515 eV
LUMO level ... -3.248 eV
Highest occupied orbital energy ... -0.533 hartree



(4)
The following is a quantum chemistry calculation of a single C4H3N3O molecule in a non-equilibrium geometry, from the OMol25 dataset.

The geometry in XYZ format:
```
11
Properties=species:S:1:pos:R:3:nbo_charge:R:1
N 2.30256 -0.73583 -0.72257 -0.236
C 1.34304 -0.47919 0.07615 0.243
C -0.07484 -0.77857 0.43086 -0.464
C -0.99453 -1.07960 -0.82884 0.275
N -1.67324 -1.71923 -1.60417 -0.278
C -0.54106 0.40458 1.45085 -0.008
N -0.33757 1.71528 1.11353 -0.075
O 0.03199 1.93315 -0.17331 -0.515
H 0.15514 -1.84973 0.83965 0.319
H -1.18768 0.15564 2.32279 0.234
H 0.33874 3.00405 -0.05760 0.505
```

Orbital gap ... 10.29 eV
Charge ... 0
Energy relative to the best compared isomer or geometry (same formula, charge and spin) ... 521.95 kJ/mol
E_tot ... -10708.241 eV
LUMO level ... -0.304 eV
SMILES string ... N#CC(C#N)/C=N\O
Highest occupied orbital energy ... -0.389 hartree



(5)
The following is a quantum chemistry calculation of a single C3H5N3O3 molecule in a non-equilibrium geometry, from the OMol25 dataset.

The geometry in XYZ format:
```
14
Properties=species:S:1:pos:R:3:nbo_charge:R:1
O -1.50496 2.46544 1.05938 -0.576
C -0.93162 1.52089 0.58179 0.872
N 0.27652 1.38301 -0.04160 -0.648
C 1.13093 0.15446 -0.16065 -0.237
C 0.56170 -1.03197 -0.96088 -0.278
N -0.42827 -1.72515 -0.22118 -0.231
N -1.22919 -1.24288 0.55849 0.590
O -1.92252 -1.73420 1.32435 -0.262
O -1.60398 0.34487 0.73702 -0.525
H 0.77634 2.19010 -0.03774 0.396
H 1.18372 -0.28936 0.89077 0.199
H 2.18985 0.43269 -0.58436 0.238
H 0.13053 -0.66150 -1.92644 0.225
H 1.37096 -1.80640 -1.21896 0.238
```

Orbital gap ... 10.57 eV
Charge ... 0
Energy relative to the best compared isomer or geometry (same formula, charge and spin) ... 544.69 kJ/mol
E_tot ... -13799.993 eV
LUMO level ... 0.334 eV
SMILES string ... O=C1NCCN=[N+]([O-])O1
Highest occupied orbital energy ... -0.376 hartree



(6)
The following is a quantum chemistry calculation of a single C6H8N2OS3 molecule in a non-equilibrium geometry, from the OMol25 dataset.

The geometry in XYZ format:
```
20
Properties=species:S:1:pos:R:3:nbo_charge:R:1
C 2.60860 -2.01553 0.63919 -0.767
S 0.86728 -1.61000 0.63123 0.345
C 0.90033 0.01638 -0.16910 0.164
C 2.18458 0.63175 -0.58163 -0.672
N -0.23337 0.74589 -0.44997 -0.360
N -1.49045 0.35922 -0.13478 -0.284
C -2.38082 1.42887 0.23184 0.444
O -1.90506 2.68185 0.31056 -0.650
C -3.65548 1.10834 0.48330 -0.483
S -3.90974 -0.66100 0.27236 0.368
C -2.19393 -0.84083 -0.33529 -0.095
S -1.59165 -2.32906 -0.92345 -0.153
H 2.81285 -2.97698 1.19608 0.253
H 3.24318 -1.18123 0.82616 0.214
H 2.90922 -2.26868 -0.32413 0.216
H 2.04788 1.68385 -0.50135 0.246
H 2.99549 0.24796 0.03533 0.218
H 2.45928 0.45458 -1.58937 0.244
H -1.19333 2.76197 -0.32323 0.501
H -4.47485 1.76266 0.70627 0.252
```

Orbital gap ... 7.83 eV
Charge ... 0
Energy relative to the best compared isomer or geometry (same formula, charge and spin) ... 278.04 kJ/mol
E_tot ... -43882.553 eV
LUMO level ... 0.205 eV
SMILES string ... CS/C(C)=N\n1c(O)csc1=S
Highest occupied orbital energy ... -0.280 hartree



(7)
The following is a quantum chemistry calculation of C28H14Br2ClIN7O3Ru as an isolated structure in a non-equilibrium geometry, from the OMol25 dataset.

The geometry in XYZ format:
```
57
Properties=species:S:1:pos:R:3:nbo_charge:R:1
Ru -0.03390 -0.21592 -0.09274 1.089
Cl 0.95956 -5.67723 3.73256 0.014
C 0.85637 -4.58758 2.41176 -0.062
C 1.53784 -4.89292 1.23700 -0.223
C 1.48735 -4.03549 0.15835 -0.208
I 2.52434 -4.36732 -1.62276 0.171
C 0.74405 -2.83285 0.21363 0.304
O 0.68122 -2.01820 -0.77744 -0.663
C 0.04381 -2.54348 1.42480 0.185
N -0.64618 -1.37712 1.42426 -0.398
C -1.26304 -0.98763 2.54838 0.057
C -1.25827 -1.76498 3.68803 -0.246
C -0.58889 -2.98558 3.70276 -0.106
C 0.09339 -3.39949 2.54711 -0.119
H 2.11064 -5.80558 1.18526 0.243
H -1.73742 -0.01404 2.52095 0.230
H -1.76232 -1.40997 4.57137 0.232
H -0.56371 -3.59736 4.58657 0.239
C 2.27365 -0.24984 -2.62561 -0.669
C 1.45694 0.99109 -2.56022 0.272
C 1.57666 1.98830 -3.51449 -0.255
C 0.84204 3.16521 -3.43210 -0.098
C 0.02668 3.36425 -2.30838 -0.138
C -0.72514 4.53275 -2.02397 -0.089
Br -0.72017 5.97201 -3.24801 0.064
C -1.47810 4.66689 -0.86300 -0.234
C -1.51454 3.63952 0.05256 -0.144
Br -2.51404 3.72694 1.64167 0.083
C -0.80542 2.43230 -0.16694 0.305
O -0.82254 1.47235 0.68176 -0.636
C -0.04964 2.31109 -1.36929 0.173
N 0.60808 1.12808 -1.51827 -0.442
H 3.03522 -0.17159 -3.39610 0.227
H 1.65524 -1.12393 -2.82679 0.252
H 2.76570 -0.42459 -1.66654 0.260
H 2.25314 1.83037 -4.33718 0.230
H 0.91282 3.92063 -4.19807 0.240
H -2.03045 5.57456 -0.67509 0.246
N -5.98767 -3.06557 -3.31615 -0.228
C -5.10276 -2.47775 -2.87696 0.243
C -4.02138 -1.77219 -2.32589 -0.091
C -2.88402 -1.44662 -3.08834 -0.199
C -1.85641 -0.75729 -2.49795 0.090
N -1.87920 -0.35473 -1.21012 -0.403
C -2.98642 -0.63651 -0.48913 0.075
C -4.04903 -1.34305 -0.98738 -0.192
H -2.83622 -1.72274 -4.12918 0.247
H -0.97930 -0.48284 -3.07061 0.226
H -3.01230 -0.24775 0.52027 0.231
H -4.91048 -1.55289 -0.37362 0.246
O 1.60058 -0.14548 1.19374 -0.503
N 2.09502 1.01131 1.39479 0.062
C 3.31446 1.39287 1.07084 -0.140
C 4.23780 0.54279 0.43690 0.245
N 4.97384 -0.16695 -0.08993 -0.285
C 3.75586 2.68511 1.38171 0.262
N 4.16546 3.73228 1.62213 -0.274
```

Orbital gap (alpha / beta) ... 6.05 / 6.01 eV
Spin multiplicity ... 2
Charge ... 0
<S²> ... 0.756
Energy relative to the best compared isomer or geometry (same formula, charge and spin) ... 98.70 kJ/mol
E_tot ... -209125.372 eV
LUMO level (alpha / beta) ... -1.802 / -1.925 eV
Highest occupied orbital energy (alpha / beta) ... -0.289 / -0.292 hartree



(8)
The following is a quantum chemistry calculation of a single C4H10N2S molecule in a non-equilibrium geometry, from the OMol25 dataset.

The geometry in XYZ format:
```
17
Properties=species:S:1:pos:R:3:nbo_charge:R:1
N -0.59445 2.08040 -0.12492 -0.885
C -0.75738 0.84207 0.69934 -0.196
C -0.24488 -0.43912 0.02815 0.036
N -1.14016 -0.90546 -1.04215 -0.848
C 0.55498 -1.23062 0.82684 -0.414
C 1.09801 -0.62984 -0.31951 -0.412
S 2.22542 0.63367 -0.31979 0.022
H -1.60004 2.07705 -0.52842 0.372
H 0.31314 2.15416 -0.81333 0.387
H -0.20756 0.93364 1.68693 0.186
H -1.94546 0.72674 0.85084 0.193
H -1.02405 -0.32898 -1.89139 0.373
H -2.19397 -1.00795 -0.74287 0.363
H 0.62578 -0.80558 1.83345 0.219
H 0.44035 -2.30477 0.79706 0.225
H 1.23023 -1.55896 -1.10181 0.242
H 3.22003 -0.23645 0.16157 0.137
```

Orbital gap ... 9.55 eV
Charge ... 0
Energy relative to the best compared isomer or geometry (same formula, charge and spin) ... 329.24 kJ/mol
E_tot ... -18122.172 eV
LUMO level ... 0.795 eV
SMILES string ... NC[C@]1(N)C[C@@H]1S
Highest occupied orbital energy ... -0.322 hartree